{
  "formula": "C78H60BrCrF3N4O5PS2",
  "method": "wB97M-V/def2-TZVPD",
  "energy_ev": -235618.337,
  "spin_multiplicity": 4,
  "homo_ev": [-11.6, -11.7],
  "charge": 2,
  "orbital_gap_ev": [6.6, 6.2],
  "elements": ["Cr", "C", "C", "C", "C", "C", "C", "C", "S", "O", "C", "C", "C", "C", "C", "C", "C", "C", "C", "C", "C", "C", "C", "C", "C", "C", "C", "C", "C", "C", "S", "O", "C", "C", "C", "C", "C", "C", "C", "H", "H", "H", "H", "H", "H", "H", "H", "H", "H", "H", "H", "H", "H", "H", "H", "H", "H", "H", "H", "H", "H", "H", "H", "H", "H", "C", "O", "C", "C", "C", "Br", "C", "C", "C", "O", "C", "N", "C", "C", "C", "C", "C", "C", "N", "H", "H", "H", "H", "H", "H", "H", "H", "H", "H", "H", "O", "P", "C", "C", "C", "C", "C", "C", "C", "C", "C", "C", "C", "C", "C", "C", "C", "C", "C", "C", "H", "H", "H", "H", "H", "H", "H", "H", "H", "H", "H", "H", "H", "H", "H", "N", "C", "C", "N", "C", "H", "H", "H", "H", "F", "C", "F", "F", "C", "C", "C", "C", "C", "C", "C", "C", "H", "H", "H", "H"],
  "coordinates": [[-0.6863, 0.2372, -0.1026], [-5.3315, -2.6855, 6.6574], [-4.3821, -2.3480, 5.5573], [-3.5958, -1.1996, 5.6190], [-2.6397, -0.9391, 4.6573], [-2.4572, -1.8397, 3.6198], [-3.2795, -2.9515, 3.4957], [-4.2384, -3.1972, 4.4597], [-1.0798, -1.6614, 2.4675], [-1.4087, -0.3157, 1.8328], [0.2129, -1.4806, 3.7695], [0.0173, -2.5161, 4.7134], [0.8125, -2.6466, 5.8078], [1.8437, -1.7166, 6.0492], [2.6301, -1.7997, 7.2165], [3.6476, -0.9147, 7.4406], [3.9130, 0.0809, 6.4919], [3.1807, 0.1664, 5.3377], [2.1093, -0.7202, 5.0723], [1.3053, -0.6426, 3.8799], [1.3677, 0.4971, 1.3971], [2.8551, 0.6143, 0.9189], [3.3311, -0.0327, -0.3502], [4.6033, 0.1782, -0.7248], [5.3999, 1.1889, -0.0944], [4.7711, 2.1454, 0.6481], [3.3898, 2.0030, 0.9327], [2.4884, 3.0642, 0.9181], [1.1203, 2.9030, 0.9320], [0.4416, 1.6541, 1.1393], [-0.8137, 1.8827, 2.4914], [-2.1190, 2.1810, 1.5186], [-0.7163, 3.5614, 3.1057], [-1.1972, 4.6586, 2.4023], [-1.2229, 5.9009, 3.0101], [-0.7962, 6.0691, 4.3239], [-0.8536, 7.3982, 4.9979], [-0.3207, 4.9550, 5.0168], [-0.2802, 3.7108, 4.4175], [-5.2377, -1.9830, 7.4811], [-5.1250, -3.6893, 7.0277], [-6.3623, -2.6727, 6.3048], [-3.7139, -0.5218, 6.4511], [-2.0175, -0.0589, 4.7263], [-3.1437, -3.6379, 2.6710], [-4.8623, -4.0757, 4.3842], [-0.7754, -3.2259, 4.5384], [0.6637, -3.4574, 6.5012], [2.4083, -2.5808, 7.9251], [4.2496, -0.9747, 8.3326], [4.7105, 0.7860, 6.6707], [3.4502, 0.9428, 4.6413], [2.6768, -0.7036, -0.8834], [5.0217, -0.3492, -1.5678], [6.4431, 1.2688, -0.3525], [5.2771, 3.0605, 0.9171], [2.8877, 4.0617, 0.8060], [0.5080, 3.7876, 0.8297], [-1.5809, 4.5436, 1.3998], [-1.5957, 6.7471, 2.4535], [-1.1977, 8.1807, 4.3268], [0.1304, 7.6654, 5.3789], [-1.5262, 7.3529, 5.8533], [-0.0022, 5.0676, 6.0418], [0.0759, 2.8503, 4.9662], [-3.8445, -1.1839, -0.2644], [-2.5177, -1.5153, -0.6429], [-2.3263, -2.7712, -1.1662], [-3.3289, -3.7135, -1.3364], [-3.0110, -4.9606, -1.8663], [-4.4042, -6.2266, -2.0954], [-1.7152, -5.3044, -2.1780], [-0.6911, -4.3732, -1.9850], [-1.0102, -3.0915, -1.5255], [-0.0384, -2.1104, -1.3487], [0.6675, -4.8480, -2.1450], [0.9605, -6.0604, -2.5357], [2.2990, -6.2170, -2.3315], [3.1197, -7.3257, -2.5263], [4.4361, -7.2164, -2.1350], [4.9454, -6.0395, -1.5731], [4.1587, -4.9220, -1.3906], [2.8335, -5.0241, -1.7818], [1.7751, -4.1598, -1.7026], [-4.2189, -1.8623, 0.5070], [-4.5094, -1.2088, -1.1331], [-3.8009, -0.1725, 0.1371], [-4.3514, -3.5045, -1.0771], [-1.4520, -6.2801, -2.5553], [0.2490, -1.7739, -2.2114], [2.7230, -8.2293, -2.9584], [5.0968, -8.0609, -2.2505], [5.9822, -6.0114, -1.2737], [4.5493, -4.0154, -0.9495], [1.7938, -3.2064, -1.3857], [0.3338, 0.5468, -1.9842], [0.4907, 0.8635, -3.4518], [1.2068, 2.5111, -3.6732], [1.2629, 3.3452, -2.5629], [1.7402, 4.6373, -2.6940], [2.1773, 5.0905, -3.9290], [2.1506, 4.2482, -5.0320], [1.6631, 2.9583, -4.9082], [-1.0945, 0.7375, -4.3344], [-1.4673, 1.6109, -5.3471], [-2.6775, 1.4366, -5.9990], [-3.5078, 0.3836, -5.6504], [-3.1357, -0.4956, -4.6448], [-1.9333, -0.3165, -3.9860], [1.6239, -0.3495, -4.2089], [1.1850, -1.3842, -5.0287], [2.0966, -2.3015, -5.5279], [3.4426, -2.1880, -5.2175], [3.8830, -1.1475, -4.4134], [2.9783, -0.2283, -3.9132], [0.9407, 2.9560, -1.6058], [1.7708, 5.2958, -1.8373], [2.5491, 6.0984, -4.0328], [2.5114, 4.6007, -5.9863], [1.6463, 2.2936, -5.7607], [-0.8213, 2.4332, -5.6150], [-2.9713, 2.1240, -6.7793], [-4.4454, 0.2483, -6.1667], [-3.7804, -1.3219, -4.3837], [-1.6451, -0.9814, -3.1849], [0.1395, -1.4663, -5.2921], [1.7563, -3.1039, -6.1640], [4.1513, -2.8958, -5.6200], [4.9340, -1.0519, -4.1851], [3.3099, 0.5941, -3.2938], [2.7642, -1.6473, 1.7324], [3.1464, -0.3195, 2.1530], [1.8866, 0.2739, 2.8376], [0.8689, -0.7233, 0.8068], [1.6114, -1.7496, 1.0510], [3.3127, -2.4512, 1.9823], [4.1150, -0.3289, 2.6447], [2.0964, 1.2631, 3.2501], [1.3165, -2.7267, 0.6982], [-6.2103, 3.8236, -5.3688], [-5.0399, 4.3668, -5.0248], [-5.2854, 5.6214, -4.6210], [-4.3109, 4.4640, -6.1532], [-4.3101, 3.5732, -3.9773], [-4.8911, 2.4591, -3.3923], [-4.2037, 1.7574, -2.4239], [-2.9346, 2.1720, -2.0248], [-2.3468, 3.2781, -2.6433], [-3.0316, 3.9778, -3.6122], [-2.2580, 1.5584, -0.9207], [-2.0245, 1.6532, 0.3067], [-5.8817, 2.1522, -3.6873], [-4.6640, 0.9041, -1.9556], [-1.3582, 3.5905, -2.3454], [-2.5899, 4.8403, -4.0857]],
  "forces_ev_per_angstrom": [[-0.893, 0.724, -0.902], [-0.121, -0.039, 0.070], [0.116, -0.083, -0.222], [0.036, 0.006, -0.087], [0.067, 0.095, -0.076], [0.089, -0.126, -0.425], [0.262, 0.017, -0.205], [-0.068, 0.116, 0.186], [-0.408, -0.187, 1.160], [-0.173, 0.184, -1.046], [0.135, -0.071, -0.122], [0.149, -0.260, 0.264], [-0.169, 0.042, -0.272], [0.104, 0.185, -0.255], [0.166, 0.140, 0.020], [-0.200, -0.202, 0.027], [-0.047, 0.056, -0.229], [0.187, 0.130, 0.085], [-0.137, -0.291, 0.343], [-0.324, 0.273, -0.308], [0.379, 0.318, 0.674], [0.249, 0.022, -0.182], [0.114, 0.087, -0.199], [-0.474, -0.260, -0.153], [0.073, 0.408, 0.365], [0.355, -0.052, -0.059], [-0.132, -0.257, 0.209], [-0.229, 0.014, 0.111], [0.242, 0.619, -0.283], [-0.623, -0.696, 0.195], [0.554, 1.295, -0.030], [-0.699, 0.340, 0.809], [-0.133, -0.283, -0.049], [-0.041, 0.025, -0.083], [0.034, -0.187, -0.076], [0.081, -0.214, 0.008], [0.014, 0.091, 0.094], [-0.006, 0.059, -0.163], [0.031, -0.223, -0.047], [-0.056, -0.005, 0.063], [-0.046, -0.011, 0.065], [-0.049, 0.007, 0.001], [-0.017, 0.087, 0.064], [0.111, 0.075, 0.074], [0.027, -0.097, -0.053], [-0.043, -0.088, -0.026], [-0.036, -0.135, 0.167], [-0.090, -0.134, 0.116], [-0.019, -0.111, 0.149], [0.032, -0.047, 0.129], [0.070, 0.061, -0.016], [-0.026, 0.092, -0.083], [0.016, -0.110, -0.153], [0.017, -0.136, -0.110], [0.126, 0.114, 0.014], [0.092, 0.120, 0.010], [0.018, 0.154, -0.005], [0.087, 0.048, -0.054], [-0.029, 0.018, -0.071], [-0.060, 0.103, -0.025], [0.000, 0.024, -0.003], [0.050, 0.094, 0.017], [-0.060, 0.053, 0.045], [0.075, -0.019, 0.109], [0.009, -0.100, 0.149], [-0.375, 0.195, 0.184], [0.410, -0.188, -0.133], [0.330, -0.145, -0.072], [-0.027, 0.117, 0.004], [-0.018, -0.115, 0.022], [0.180, 0.177, 0.008], [-0.144, 0.130, -0.045], [-0.748, 0.538, 0.207], [-0.081, -0.334, -0.150], [-0.278, -0.196, -0.042], [0.732, -0.290, -0.080], [-0.762, 0.131, -0.125], [0.660, 0.686, 0.370], [0.016, 0.113, 0.034], [-0.013, -0.123, -0.070], [0.097, 0.073, 0.040], [0.070, 0.159, 0.013], [0.081, -0.754, -0.290], [-0.134, 0.097, 0.062], [0.055, -0.025, -0.055], [0.050, -0.040, 0.083], [-0.071, -0.197, -0.066], [-0.130, 0.068, 0.045], [-0.029, -0.074, 0.040], [0.008, 0.106, 0.049], [-0.041, -0.144, -0.022], [0.068, -0.089, -0.041], [0.084, 0.007, 0.024], [0.106, 0.075, 0.000], [-0.064, -0.095, -0.061], [-0.262, -0.222, 1.143], [-0.025, -0.001, -0.750], [-0.216, -0.456, 0.097], [-0.083, -0.166, 0.048], [0.023, 0.064, 0.042], [0.003, -0.054, -0.009], [0.002, 0.020, -0.050], [0.041, -0.070, -0.006], [0.599, -0.024, 0.202], [0.064, -0.034, 0.010], [0.046, -0.023, -0.090], [0.099, -0.040, -0.050], [0.047, -0.115, -0.043], [0.061, -0.047, 0.005], [-0.428, 0.514, 0.163], [-0.150, -0.007, 0.018], [0.029, -0.116, 0.010], [-0.083, 0.012, -0.046], [0.052, 0.058, 0.102], [0.074, 0.033, 0.108], [-0.044, 0.082, 0.038], [0.023, 0.016, 0.068], [0.037, 0.084, -0.013], [0.013, 0.009, -0.082], [0.038, -0.016, -0.129], [-0.004, 0.117, -0.052], [-0.017, 0.039, -0.019], [-0.115, -0.016, -0.047], [-0.054, -0.075, 0.055], [-0.072, -0.137, 0.086], [-0.065, -0.012, -0.032], [-0.043, -0.065, -0.066], [0.045, -0.080, -0.010], [0.100, 0.032, 0.001], [0.118, 0.047, 0.043], [-0.345, -0.175, -0.204], [0.142, 0.575, 0.192], [0.073, -0.074, 0.028], [0.578, -0.408, 0.099], [0.215, -0.497, -0.028], [-0.082, -0.120, -0.069], [0.010, 0.067, -0.043], [0.100, -0.066, -0.107], [-0.012, -0.160, -0.047], [-0.145, -0.177, 0.072], [-0.029, 0.085, -0.101], [0.038, 0.076, 0.120], [0.195, -0.012, -0.115], [-0.043, 0.002, 0.014], [-0.039, 0.325, -0.145], [0.250, 0.100, 0.142], [-0.358, 0.284, -0.659], [-0.143, -0.020, 0.097], [-0.279, -0.014, -0.013], [0.384, -0.208, 1.317], [0.795, -0.668, -0.962], [-0.099, -0.035, -0.039], [-0.050, -0.128, 0.061], [0.107, 0.038, 0.042], [0.096, 0.123, -0.047]]
}